The following is a DFT calculation (ωB97M-V/def2-TZVPD) of a molecular structure, C26H32AsN5OSY.

Structure (XYZ):
```
67
Properties=species:S:1:pos:R:3:forces:R:3:nbo_charge:R:1
Y -0.6545 -0.0927 -0.3070 -0.23 -0.07 0.10 2.113
C -0.5926 3.1675 4.4667 0.02 0.00 -0.05 -0.439
N -0.5673 1.8545 3.8055 0.01 -0.04 0.04 -0.361
C -0.4826 0.6706 4.6671 -0.01 0.02 -0.02 -0.430
C -0.6385 1.7034 2.4865 0.01 0.07 0.01 0.684
N -0.8079 0.5456 1.8820 0.00 0.02 -0.01 -0.987
N -0.4895 2.8742 1.7516 0.00 -0.04 -0.07 -0.599
C -0.7624 3.1313 0.4256 0.01 0.04 0.09 0.686
N -0.7497 4.4292 0.1094 -0.01 -0.02 -0.03 -0.753
N -0.9954 2.1794 -0.4422 -0.02 -0.01 -0.07 -0.963
H 0.3954 3.6337 4.4696 0.00 0.00 0.02 0.226
H -0.9041 3.0225 5.4958 0.01 0.01 0.01 0.260
H -1.3243 3.8266 4.0012 -0.02 -0.02 0.01 0.221
H -0.0962 0.9763 5.6341 0.00 0.00 0.00 0.255
H 0.2131 -0.0560 4.2471 0.00 0.00 0.01 0.216
H -1.4632 0.2137 4.8139 0.00 0.00 0.00 0.226
H -0.9700 -0.1842 2.5685 0.00 -0.01 -0.01 0.405
H -0.1419 3.6626 2.2746 -0.01 -0.01 0.00 0.433
H -0.7163 5.1587 0.8029 0.00 0.00 0.00 0.428
H -0.8336 4.7260 -0.8493 0.00 0.01 0.00 0.432
H -1.2613 2.5819 -1.3367 0.00 0.00 0.00 0.398
C 6.8438 -0.4066 -1.4370 0.01 0.01 0.00 -0.151
C 5.9343 -1.4484 -1.5906 -0.02 -0.02 0.01 -0.181
C 4.5952 -1.2510 -1.2991 0.07 0.02 -0.02 -0.249
C 4.1839 0.0023 -0.8546 0.12 0.03 -0.02 -0.231
C 5.0831 1.0507 -0.6957 0.05 -0.04 -0.03 -0.238
C 6.4238 0.8368 -0.9919 -0.02 0.01 0.01 -0.186
As 2.3449 0.3622 -0.4406 -0.05 0.00 0.02 0.905
C 1.4121 -0.4227 -1.9925 0.02 0.02 0.05 -0.408
C 1.2298 0.1766 -3.2375 -0.02 -0.01 -0.05 -0.196
C 0.5869 -0.5281 -4.2495 0.02 0.02 0.02 -0.165
C 0.1038 -1.8132 -4.0136 0.00 -0.01 0.02 -0.177
C 0.2462 -2.4073 -2.7670 -0.03 -0.01 -0.04 -0.118
C 0.9110 -1.7191 -1.7510 0.04 -0.06 0.01 -0.206
C 1.1011 -2.1902 -0.3545 -0.03 -0.06 -0.08 -0.097
C 0.6362 -3.4015 0.1716 0.00 0.00 -0.01 -0.197
C 0.9009 -3.7119 1.4941 0.01 0.02 0.01 -0.163
C 1.6059 -2.8208 2.3068 -0.01 -0.02 0.00 -0.161
C 2.0329 -1.6020 1.8064 0.01 0.00 -0.02 -0.200
C 1.7872 -1.2814 0.4708 -0.01 0.00 0.05 -0.388
H 7.8883 -0.5691 -1.6663 0.00 -0.01 0.00 0.247
H 6.2725 -2.4157 -1.9368 0.00 0.00 0.00 0.243
H 3.8929 -2.0672 -1.4195 -0.02 0.01 0.01 0.212
H 4.7548 2.0221 -0.3480 -0.01 0.00 0.00 0.225
H 7.1366 1.6414 -0.8737 -0.01 0.00 0.00 0.245
H 1.6216 1.1677 -3.4341 0.00 0.00 0.00 0.248
H 0.4751 -0.0817 -5.2288 0.00 0.00 0.00 0.256
H -0.3808 -2.3587 -4.8126 0.00 0.00 0.00 0.254
H -0.1329 -3.4077 -2.6007 0.00 0.00 0.00 0.235
H 0.1077 -4.1115 -0.4519 0.00 0.01 0.00 0.241
H 0.5725 -4.6613 1.8954 0.01 0.00 0.01 0.255
H 1.8282 -3.0910 3.3309 0.00 -0.01 0.00 0.250
H 2.5874 -0.9205 2.4410 0.00 0.01 -0.01 0.241
O -2.5265 -1.0113 -0.7609 -0.10 0.25 -0.01 -1.102
S -3.9097 -1.6893 -1.0528 0.24 -0.23 0.02 1.252
C -4.6083 -0.7918 -2.4538 0.01 0.03 -0.01 -0.578
C -5.3877 0.3857 -1.8797 -0.01 -0.03 -0.02 -0.413
C -6.1053 -0.1792 -0.6572 0.00 -0.01 -0.01 -0.418
C -5.0490 -0.9396 0.1473 0.00 0.07 0.01 -0.568
H -5.2665 -1.5163 -2.9402 -0.01 0.00 0.01 0.272
H -3.7898 -0.5648 -3.1361 -0.01 0.02 0.00 0.262
H -6.0806 0.7793 -2.6215 0.00 0.00 0.01 0.268
H -4.7095 1.1937 -1.5954 0.00 0.00 0.01 0.208
H -6.9014 -0.8575 -0.9673 0.00 0.00 0.00 0.240
H -6.5621 0.5918 -0.0390 0.01 0.01 0.00 0.262
H -5.4375 -1.7247 0.7923 -0.01 -0.01 -0.01 0.275
H -4.4098 -0.2722 0.7285 -0.03 0.00 0.03 0.244
```
Positions in Å, forces in eV/Å.

Summary:
- Frontier orbital gap: 7.62 eV
- Net charge: +3
- LUMO level: -8.478 eV
- Energy above the lowest of the compared OMol25 structures with the same formula, charge and spin: 0.0 kJ/mol
- HOMO: -16.09 eV


The following is a DFT calculation (ωB97M-V/def2-TZVPD) of a molecular structure, C26H32B2BrF4N6O6SV.

Structure (XYZ):
```
79
Properties=species:S:1:pos:R:3:forces:R:3:mulliken_spin:R:1
V -0.5809 -0.3866 1.0266 -0.19 0.23 -0.01 0.983
C 3.6270 -0.4793 2.5947 0.00 0.01 -0.03 -0.003
C 2.3565 -0.4724 1.8246 0.06 0.01 0.08 0.032
N 1.2297 -0.0269 2.2645 -0.08 -0.12 0.15 -0.022
O 1.2261 0.4134 3.5305 0.08 -0.01 -0.09 -0.005
B 0.1834 1.4056 3.9525 -0.09 0.15 0.05 0.001
F 0.0821 1.2958 5.3051 0.02 -0.06 -0.01 0.000
F 0.4666 2.6670 3.4942 -0.01 -0.07 0.00 0.000
O -1.1733 1.0254 3.3059 -0.02 0.06 0.03 -0.013
N -1.2151 -0.2512 2.9336 0.25 0.09 -0.70 -0.042
C -1.6218 -1.2408 3.6212 -0.04 0.06 0.16 0.014
C -2.1898 -1.1385 4.9868 0.04 0.02 0.00 -0.004
C -1.3863 -2.5041 2.8919 0.04 -0.23 -0.11 0.026
N -0.7750 -2.3240 1.7729 0.11 -0.02 -0.21 -0.028
O -0.4303 -3.4134 1.0802 -0.06 0.06 0.11 -0.013
B 0.0770 -3.3319 -0.3352 0.00 -0.15 -0.20 0.010
F 1.2524 -4.0238 -0.3863 -0.02 0.03 0.04 0.000
F -0.8862 -3.7697 -1.2075 0.06 0.05 0.05 -0.001
O 0.3162 -1.8665 -0.7478 0.13 -0.01 0.01 -0.021
N 0.9947 -1.1341 0.1585 -0.69 0.23 0.23 -0.063
C 2.2173 -1.1726 0.5244 0.04 -0.07 -0.01 0.035
C 3.3005 -1.9086 -0.1611 0.01 -0.03 -0.04 -0.001
C -1.7872 -3.8387 3.4035 0.05 -0.01 0.05 -0.004
H 3.5474 0.1825 3.4508 0.02 0.01 0.01 0.000
H 3.8344 -1.4907 2.9537 -0.01 0.00 0.02 0.001
H 4.4530 -0.1693 1.9562 -0.02 -0.02 -0.02 0.001
H -2.2140 -0.0984 5.2999 -0.01 -0.01 0.01 0.000
H -3.1977 -1.5567 5.0022 0.01 -0.02 -0.02 0.001
H -1.5780 -1.7058 5.6899 0.01 0.00 0.00 0.000
H 3.0479 -2.0439 -1.2107 0.01 -0.04 0.01 0.000
H 4.2379 -1.3652 -0.0609 -0.02 0.02 0.00 0.000
H 3.4089 -2.9004 0.2829 0.01 0.01 0.02 0.003
H -1.8092 -3.8526 4.4909 -0.01 0.02 0.00 0.000
H -2.7908 -4.0766 3.0399 0.00 0.01 -0.02 0.002
H -1.1105 -4.6050 3.0355 0.00 0.00 0.00 0.001
O -3.7109 -2.6837 -2.6892 0.07 -0.13 -0.11 0.000
C -4.5942 -2.0162 -1.8878 -0.09 0.16 0.18 -0.001
C -5.9460 -2.0989 -2.1984 0.19 -0.06 -0.04 0.000
C -6.8646 -1.3924 -1.4455 0.00 0.15 0.19 0.000
C -6.4490 -0.6017 -0.3766 0.04 -0.02 -0.03 0.001
C -5.0989 -0.5140 -0.0688 -0.21 -0.03 -0.11 0.003
C -4.1701 -1.2122 -0.8259 0.06 0.02 -0.11 -0.007
C -2.6959 -1.1176 -0.5449 -0.07 -0.30 -0.24 0.007
O -2.3924 -0.5169 0.6656 0.14 0.04 0.49 0.064
N -2.0007 -0.3541 -1.5824 0.20 -0.18 0.08 -0.004
N -1.0282 0.4320 -1.1081 0.13 -0.12 0.05 0.007
C -0.5006 1.3459 -1.8276 -0.06 0.05 -0.10 0.006
C 0.3756 2.3389 -1.2436 -0.05 -0.19 -0.05 -0.010
Br 0.2215 2.4371 0.6438 0.01 0.09 0.16 0.019
C 1.1461 3.2125 -1.8875 0.06 0.07 -0.10 0.010
C 1.3960 3.1968 -3.3360 0.00 0.01 0.00 0.002
C 1.5058 4.4066 -4.0232 0.01 0.06 0.06 0.001
C 1.7255 4.4226 -5.3893 0.00 0.00 -0.02 0.000
C 1.8595 3.2297 -6.0881 -0.01 -0.01 0.03 0.001
C 1.7814 2.0211 -5.4114 0.00 0.01 0.00 0.000
C 1.5543 2.0050 -4.0436 -0.01 -0.08 0.03 0.001
H -2.9341 -2.9938 -2.2041 -0.02 0.03 -0.02 0.000
H -6.2500 -2.7258 -3.0258 0.00 0.01 0.00 0.000
H -7.9167 -1.4626 -1.6869 -0.01 0.01 0.00 0.000
H -7.1728 -0.0523 0.2094 -0.01 -0.01 0.00 0.000
H -4.7522 0.0995 0.7518 -0.01 0.01 0.01 0.002
H -2.2928 -2.1409 -0.5398 0.05 0.04 0.06 0.001
H -2.4207 -0.1718 -2.4813 -0.09 0.16 0.05 0.003
H -0.7974 1.4706 -2.8674 0.02 0.02 0.03 0.000
H 1.6248 3.9967 -1.3128 0.00 0.01 -0.03 0.000
H 1.4063 5.3377 -3.4782 0.00 0.00 -0.02 0.000
H 1.7973 5.3666 -5.9125 0.00 0.00 0.01 0.000
H 2.0376 3.2436 -7.1549 0.00 0.00 0.00 0.000
H 1.9095 1.0900 -5.9472 0.00 0.00 0.00 0.000
H 1.5324 1.0613 -3.5103 0.02 0.00 -0.03 0.000
C 5.5318 1.9670 -0.6177 -0.05 -0.03 0.02 0.000
S 3.8131 1.9204 -0.0688 0.02 0.01 0.05 0.004
C 3.9905 2.7903 1.5038 -0.01 -0.04 -0.03 0.000
H 6.1830 1.4456 0.0837 0.00 0.00 -0.01 0.000
H 5.8637 2.9977 -0.7275 0.01 0.00 -0.01 0.000
H 5.5788 1.4747 -1.5871 0.02 0.01 0.00 0.000
H 4.3284 3.8113 1.3353 -0.01 0.00 0.00 0.000
H 4.6973 2.2774 2.1549 0.03 0.01 0.01 0.000
H 3.0151 2.8144 1.9879 -0.02 0.01 0.00 0.000
```
Positions in Å, forces in eV/Å.

Summary:
- ⟨S²⟩: 0.768
- Multiplicity: 2
- Frontier orbital gap (spin up / spin down): 5.35 / 5.95 eV
- Net charge: +1
- LUMO level (spin up / spin down): -5.469 / -4.881 eV
- Energy above the lowest of the compared OMol25 structures with the same formula, charge and spin: 45.6 kJ/mol
- HOMO (spin up / spin down): -10.82 / -10.83 eV


The following is a DFT calculation (ωB97M-V/def2-TZVPD) of 2 unconnected molecules or ions with the total composition C26H32BBr2INO10.

Structure (XYZ):
```
73
Properties=species:S:1:pos:R:3:forces:R:3:lowdin_charge:R:1
C 4.5138 -0.4312 0.1081 -0.48 0.02 0.22 -0.108
C 3.5384 -0.9679 -1.0447 1.58 0.36 0.74 -0.270
C 3.8758 -0.2754 -2.4171 -0.38 0.07 0.13 -0.220
C 2.6756 -0.2936 -3.4758 1.42 -0.85 -0.77 -0.256
N 1.4455 -0.9565 -2.9850 0.38 1.56 1.02 -0.046
C 0.3819 0.0148 -2.6337 -0.05 -1.25 -0.78 -0.693
I 1.1025 1.7579 -1.4983 0.18 -0.24 -0.75 1.074
O -0.1805 0.3015 -3.9532 -1.36 -0.42 0.84 -0.038
C -1.3539 -0.4885 -3.9917 0.40 1.10 0.92 -0.400
O -1.6284 -1.1816 -4.9196 0.06 0.45 0.23 0.138
C -2.1097 -0.2883 -2.5887 1.64 -0.86 -2.19 -0.237
C -3.2057 -1.4269 -2.6449 -0.05 0.44 0.40 -0.164
C -4.4263 -1.1579 -3.6080 -1.34 -0.02 1.67 -0.670
C -5.7590 -1.2987 -2.7379 0.52 -0.30 0.18 -0.206
Br -4.6224 -2.5560 -5.0250 0.29 0.80 0.37 0.641
C -2.5152 1.2329 -2.6923 -1.23 0.38 0.25 -0.161
C -3.4742 1.7820 -1.5573 1.26 0.10 0.55 -0.642
C -3.4728 0.9760 -0.2117 -0.63 1.15 0.42 -0.120
Br -5.3232 2.1012 -2.2644 0.66 -0.11 0.41 0.657
C -0.8133 -0.5483 -1.6863 0.93 -0.06 -0.21 -0.244
C -0.4603 -2.0216 -1.2739 -0.79 0.00 0.13 -0.152
C -1.3636 -2.6088 -0.1264 1.22 -0.26 0.63 -0.142
C -1.1160 -1.9088 1.2708 -0.64 0.19 0.51 -0.191
C 0.0739 -1.1225 1.5687 -2.07 -0.43 2.19 -0.020
C 0.1943 -0.5600 2.9323 -1.39 -1.45 -1.44 -0.043
C -0.8481 -0.8141 3.9010 -0.17 -0.39 -0.82 -0.087
C -2.0597 -1.5959 3.6091 2.16 0.29 -2.08 -0.080
C -2.1760 -2.1453 2.2710 1.59 1.23 0.82 -0.061
H 3.9497 -0.3154 1.0784 0.54 -0.16 -0.97 0.068
H 4.9243 0.5821 -0.1308 -0.29 -0.85 0.14 0.068
H 5.3572 -1.1345 0.3154 -0.57 0.61 -0.31 0.064
H 2.5059 -0.7841 -0.6709 0.74 -0.34 -0.74 0.027
H 3.7806 -2.0647 -1.1385 -0.88 0.97 0.05 0.108
H 4.2042 0.7865 -2.2580 -0.39 -0.92 0.01 0.085
H 4.7723 -0.8188 -2.8333 -0.92 0.59 0.22 0.108
H 2.4933 0.7196 -3.9334 0.07 -0.89 0.65 0.092
H 3.0514 -0.9297 -4.3314 -0.52 0.63 0.76 0.118
H 1.1094 -1.5728 -3.7239 -0.25 0.36 0.30 0.121
H -2.7036 -2.3847 -2.9438 -0.43 0.95 0.37 0.110
H -3.6226 -1.5459 -1.6159 0.30 -0.08 -0.91 0.084
H -4.4653 -0.1357 -4.0472 0.43 -1.04 -0.09 0.063
H -5.6263 -0.8229 -1.7266 -0.10 -0.19 -1.11 0.041
H -5.9274 -2.3918 -2.5333 -0.04 1.04 -0.34 0.067
H -6.6392 -0.8272 -3.2405 0.72 -0.58 0.36 0.072
H -3.0443 1.4089 -3.6715 0.62 -0.26 0.87 0.103
H -1.6287 1.9253 -2.7194 -0.65 -1.08 0.14 0.088
H -3.1119 2.8147 -1.2970 -0.57 -0.99 -0.39 0.091
H -2.4233 0.8462 0.1705 -0.99 -0.15 -0.55 0.087
H -4.0625 0.0298 -0.2267 0.75 0.61 -0.16 0.064
H -3.9748 1.6382 0.5531 0.43 -0.74 -0.72 0.087
H -0.6860 0.0775 -0.7758 -0.98 -0.59 -0.62 0.031
H -0.5162 -2.6688 -2.1904 0.18 0.35 0.89 0.124
H 0.5906 -2.0395 -0.8759 -1.00 0.01 -0.78 0.101
H -1.0086 -3.6729 0.0252 -0.44 0.95 -0.25 0.125
H -2.4487 -2.6861 -0.3719 0.87 0.31 0.25 0.090
H 0.8847 -0.9577 0.8279 -0.78 -0.09 0.68 0.078
H 1.1188 0.0262 3.1366 -1.04 -0.41 0.18 0.094
H -0.7090 -0.4042 4.9250 -0.17 -0.31 -0.88 0.095
H -2.8367 -1.7931 4.3762 0.73 0.27 -0.62 0.091
H -3.0708 -2.7673 2.0142 0.98 0.66 0.09 0.102
B 3.7600 2.9512 5.1936 0.10 0.04 0.18 -0.879
O 2.8783 2.1841 4.2871 0.27 0.53 -0.31 0.228
C 2.8795 2.8022 3.1111 -1.18 -1.59 -0.12 -0.398
O 2.2605 2.4340 2.1470 0.12 0.11 -0.03 0.107
C 3.7600 4.0036 3.1863 1.24 1.74 0.02 -0.400
O 3.9781 4.7781 2.2936 -0.19 -0.28 0.03 0.145
O 4.2766 4.0911 4.4087 -0.49 -0.51 -0.33 0.237
O 3.0181 3.4188 6.3809 0.53 -0.42 -0.01 0.232
C 3.6174 2.9093 7.4554 -1.58 1.11 0.74 -0.401
O 3.2627 3.0951 8.5880 0.21 -0.15 -0.17 0.145
C 4.7813 2.0837 7.0217 1.65 -1.18 -0.46 -0.401
O 5.5330 1.4844 7.7420 -0.25 0.18 0.00 0.145
O 4.8645 2.1090 5.6929 -0.49 0.31 0.37 0.232
```
Positions in Å, forces in eV/Å.

Summary:
- Frontier orbital gap: 9.06 eV
- Net charge: -1
- LUMO level: 1.872 eV
- HOMO: -7.19 eV